(1)
14
Properties=species:S:1:pos:R:3:forces:R:3 method="wB97M-V/def2-TZVPD" relative_energy_ev=1.080 homo_ev=-2.56 lumo_ev=4.29 gap_ha=0.2517 spin_multiplicity=1 charge=-1
H 0.506 1.818 1.435 -0.159 0.002 0.353
H -1.264 0.627 -0.759 -0.183 -0.622 -0.391
H -0.080 -1.858 -1.773 0.326 0.295 -0.586
C 1.241 1.320 2.070 1.352 -0.541 0.004
C -1.261 -0.522 -0.722 0.303 0.776 0.478
H -0.389 -0.205 -2.646 0.750 -0.624 0.007
H -1.526 -1.490 -2.761 -0.502 -0.293 0.036
H -2.348 -0.767 -0.573 0.195 -0.232 0.047
O -0.422 -0.934 0.259 0.020 -0.026 0.384
C -0.773 -1.077 -2.096 -0.460 0.897 0.215
O 2.087 0.479 1.283 -0.070 0.369 0.231
H 1.935 2.019 2.557 -0.343 0.286 -0.200
H 1.477 -0.133 0.849 -0.631 -0.437 -0.458
H 0.816 0.722 2.879 -0.598 0.148 -0.121

---

(2)
63
Properties=species:S:1:pos:R:3:forces:R:3 method="wB97M-V/def2-TZVPD" relative_energy_ev=0.252 smiles="COC(=O)CCCC1=CC2=CC(=O)[C@@](C)(OC(=O)c3cccs3)C(=O)C2=CN1Cc1ccc2c(c1)OCO2" homo_ev=-7.54 lumo_ev=0.01 gap_ha=0.2774 spin_multiplicity=1
O 2.391 2.183 3.041 -0.218 0.025 -0.042
C 1.301 2.122 2.523 0.323 0.114 -0.223
N 1.758 1.421 -1.107 -0.027 0.136 0.197
H 0.710 1.319 5.137 0.086 -0.029 0.005
H -0.730 2.355 5.311 -0.017 0.035 -0.009
H -1.132 3.085 -1.319 -0.075 -0.037 -0.160
H 1.077 1.880 -3.754 -0.015 0.075 -0.013
C -1.266 -2.319 1.777 0.196 0.534 0.216
H -4.367 0.560 0.349 0.055 0.026 -0.025
C -0.877 3.382 2.787 0.214 -0.228 0.183
H 0.346 -5.422 -0.627 0.208 0.166 -0.032
H -3.153 1.686 1.020 -0.010 -0.059 -0.060
O -1.468 4.087 3.580 0.029 -0.053 0.051
C 2.186 -3.541 -2.028 -0.105 0.446 0.378
C 0.223 2.233 4.803 -0.144 -0.081 -0.413
O -2.837 1.270 -2.496 -0.075 0.126 -0.223
C -0.110 2.758 0.549 0.054 0.096 0.353
C -0.256 0.235 -3.314 -0.143 -0.049 0.114
C 1.797 -2.828 -0.892 0.227 -0.121 -0.553
C 2.905 -1.527 -3.016 0.036 0.177 0.182
C 2.518 -0.812 -1.892 0.081 -0.039 -0.203
C -3.530 1.218 0.112 -0.333 0.327 -0.049
C -1.401 -1.082 2.353 -0.559 -0.259 0.067
C 2.752 -2.908 -3.106 -0.112 -0.332 0.173
H -1.760 4.048 0.946 -0.136 0.030 -0.071
C -0.005 2.179 3.302 0.031 0.396 1.021
O 1.909 -4.868 -1.851 0.169 0.203 -0.396
C -0.258 2.644 -0.867 0.180 -0.018 -0.105
H -0.439 -0.497 -1.265 -0.056 -0.035 -0.020
H 2.880 1.134 0.630 0.100 -0.078 -0.024
H -0.563 2.360 -3.340 0.103 0.020 0.064
H 0.583 -0.436 -3.497 -0.097 0.014 -0.052
H -4.520 -2.646 2.443 -0.206 -0.097 0.016
H 3.345 -1.002 -3.851 0.021 0.097 -0.113
C 0.244 1.676 -3.079 0.044 -0.129 -0.125
H 0.862 3.080 5.033 0.022 0.025 0.064
C -2.475 -3.033 1.760 -0.209 -0.060 0.001
O -2.471 0.439 -0.440 0.115 -0.206 0.184
O 0.803 -0.252 2.248 -0.273 -0.198 0.337
H -3.847 1.974 -0.608 0.006 -0.050 0.132
C 0.603 1.938 -1.647 -0.358 0.504 -0.072
C -0.981 3.432 1.367 -0.083 0.219 -0.530
C -0.365 -0.074 2.527 0.464 -0.477 -0.290
C 1.957 -1.468 -0.790 0.007 -0.303 0.066
S -3.019 -0.791 2.884 0.229 -0.512 -0.212
C -1.063 -0.329 -2.143 -0.042 0.172 -0.177
H -1.484 -1.295 -2.437 -0.004 -0.036 0.082
H 3.723 0.882 -1.415 -0.153 0.122 -0.093
H -0.332 -2.686 1.392 0.169 -0.029 -0.052
C -3.501 -2.334 2.323 0.038 0.357 0.140
O 1.262 -3.694 0.021 0.064 0.476 0.063
H -0.885 0.244 -4.205 0.062 -0.021 -0.042
H 1.667 -0.953 0.113 -0.109 0.067 0.133
C 1.352 -4.978 -0.558 -0.345 -1.128 0.538
C -2.221 0.560 -1.746 0.213 -0.322 0.041
H 1.991 -5.622 0.067 -0.085 0.213 -0.159
O -0.873 1.061 2.992 -0.058 0.124 0.099
H 3.058 -3.456 -3.981 0.037 -0.083 -0.137
H -2.581 -4.023 1.352 -0.057 -0.168 -0.061
C 1.969 1.552 0.229 -0.355 0.310 0.543
C 1.074 2.129 1.064 0.444 -0.018 -0.597
C 2.745 0.686 -1.869 0.395 -0.375 -0.247
H 2.777 1.064 -2.892 0.037 -0.002 0.140

---

(3)
15
Properties=species:S:1:pos:R:3:forces:R:3 method="wB97M-V/def2-TZVPD" relative_energy_ev=0.058 smiles=C1CCCC1 homo_ev=-11.03 lumo_ev=1.27 gap_ha=0.4520 spin_multiplicity=1
H 0.430 1.468 1.043 -0.088 -0.010 -0.155
C 0.552 -1.119 0.286 0.092 -0.057 0.041
H -1.162 0.410 -1.338 -0.170 0.142 0.078
C -0.954 -0.764 0.441 -0.043 -0.021 0.031
H 0.429 2.170 -0.586 0.032 -0.164 0.009
H -1.620 -1.516 0.006 0.150 0.077 0.038
H -1.948 1.186 0.049 0.115 -0.067 0.060
H -1.226 -0.679 1.500 0.075 0.005 -0.170
C 1.194 0.086 -0.441 0.079 -0.011 0.002
H 2.251 0.212 -0.191 -0.136 0.043 0.066
C -1.083 0.594 -0.259 -0.079 0.063 -0.053
H 1.017 -1.210 1.273 -0.061 -0.069 -0.108
C 0.282 1.243 -0.023 0.015 0.053 -0.021
H 1.134 -0.006 -1.534 0.002 -0.163 0.186
H 0.706 -2.074 -0.226 0.016 0.178 -0.002

---

(4)
16
Properties=species:S:1:pos:R:3:forces:R:3 method="wB97M-V/def2-TZVPD" relative_energy_ev=3.664 homo_ev=-8.73 lumo_ev=-0.87 gap_ha=0.2887 spin_multiplicity=1
H 2.426 -0.785 -1.323 2.276 -0.637 2.075
H -2.293 0.693 -2.024 -3.007 1.165 -1.401
C 0.815 0.080 2.404 -3.758 0.725 0.550
C -0.736 0.130 0.697 6.014 0.452 5.312
H -0.407 0.237 -2.949 -0.272 -1.106 0.921
C -1.674 0.394 -1.287 1.551 -1.385 1.896
C 0.466 -0.214 0.111 1.734 -0.216 5.004
C 0.622 -0.220 -1.206 1.099 -1.721 1.115
C -1.785 0.467 0.123 -10.430 3.832 -5.553
N 1.446 -0.211 1.284 2.602 -5.825 -3.496
O 1.719 -0.538 -1.841 -0.402 0.602 -3.498
S 1.189 -0.108 3.959 0.212 0.226 0.141
H 2.080 -1.505 1.470 -2.162 5.041 -0.676
C -0.532 -0.050 -1.865 -0.783 2.227 -4.157
O -0.518 0.562 1.986 2.017 -1.411 1.842
H -2.818 1.066 0.458 3.307 -1.969 -0.074

---

(5)
45
Properties=species:S:1:pos:R:3:forces:R:3 method="wB97M-V/def2-TZVPD" relative_energy_ev=1.396 homo_ev=-11.42 lumo_ev=-4.51 gap_ha=0.2539 spin_multiplicity=1 charge=+1
H -0.516 1.526 -3.307 0.123 -0.221 -0.029
H 2.982 1.157 -3.782 -0.082 0.034 0.049
H -2.151 2.234 -1.759 0.033 -0.688 -0.284
H 2.316 -4.042 2.500 0.082 0.117 -0.384
S 0.965 -2.434 1.546 -1.004 -1.476 -0.194
H 3.927 1.138 -1.610 -0.388 -0.060 0.049
C 1.436 -0.882 0.932 0.483 0.782 -2.600
H 3.259 -3.220 1.219 -0.029 -0.087 -0.241
C -5.528 -0.044 1.724 0.247 -0.116 -0.059
S 2.084 0.148 2.142 0.618 1.641 0.986
C 2.609 -3.073 2.073 0.059 0.083 0.478
H 2.045 -0.392 -2.033 -0.324 0.137 -0.207
C 1.842 0.692 -2.002 0.396 -0.239 -0.019
C -3.156 -0.193 1.364 -1.146 -0.131 0.450
C -2.016 1.138 -1.908 -0.463 0.278 0.795
C -0.671 0.804 -2.505 -0.752 -0.107 -0.462
C -5.718 0.550 0.455 0.907 -0.006 0.211
H -4.671 1.372 -1.283 -0.039 -0.316 0.286
H 4.243 -2.741 3.419 -0.149 0.138 -0.210
C -4.578 0.836 -0.336 -0.707 -0.204 0.214
H 1.261 0.877 -4.074 0.075 -0.097 -0.287
H -6.401 -0.208 2.357 0.264 -0.043 -0.171
H -0.707 -0.204 -2.924 0.197 -0.007 -0.035
H 1.692 -0.772 -0.103 2.137 -1.184 0.390
C -1.057 0.074 0.111 0.070 -0.649 0.563
H 1.779 2.369 -3.287 0.116 -0.103 -0.225
C -4.251 -0.429 2.205 -0.281 0.578 -1.054
H 2.690 -2.277 4.080 0.028 0.072 -0.346
H -4.086 -0.891 3.176 -0.313 0.128 -0.189
C -3.332 0.418 0.119 -0.138 -0.137 0.284
N 0.177 0.099 -0.324 -1.832 -0.273 2.375
H -6.735 0.793 0.080 0.919 -0.098 0.436
H 4.370 -0.770 2.011 -0.106 0.203 -0.118
C 2.941 1.329 -1.154 0.590 0.576 0.421
N -2.117 0.513 -0.576 -0.301 0.442 -0.021
S -1.488 -0.608 1.689 -0.450 0.715 -0.930
H 3.032 1.015 -0.101 -0.334 0.097 -0.473
C 3.289 -2.256 3.157 -0.378 0.142 0.294
C 0.415 0.953 -1.485 2.174 0.503 0.518
H 0.432 2.013 -1.162 -0.163 -0.279 0.120
H 2.830 2.432 -1.169 -0.042 -0.456 0.140
C 3.572 -0.819 2.750 -0.317 -0.229 0.468
H -2.844 0.733 -2.505 0.286 0.267 0.063
C 1.978 1.292 -3.377 0.034 0.275 -0.423
H 3.859 -0.253 3.655 -0.098 0.000 -0.628